Record 1
Computed, not measured: a single C5H10N2O4 molecule at a distorted geometry, with ωB97M-V with the def2-TZVPD basis set.

* net charge: 0
* E_HOMO: -9.40 eV
* E_tot: -606.87233 hartree
* HOMO-LUMO gap: 10.00 eV
* spin multiplicity: 1

Cartesian coordinates (Å):
1 O -0.0196 -1.9344 -1.5257
2 O -0.6162 2.0386 1.5134
3 O 0.1587 -0.0537 -2.9830
4 O 2.3257 1.0997 -1.5865
5 N -1.8509 -1.5093 2.3094
6 N -0.2602 -0.0960 0.6965
7 C 0.3695 0.2517 -0.6579
8 C 0.0939 -0.6978 -1.7836
9 C -1.5934 -0.0680 2.6909
10 C 1.8976 0.3648 -0.4137
11 C -0.6393 0.7462 1.6420
12 H -0.1857 -0.7990 -3.6735
13 H 2.4944 -0.6672 -0.3079
14 H -2.5746 0.5784 2.5560
15 H -0.0672 1.2070 -1.1548
16 H -0.9423 -2.0722 2.4148
17 H -1.0798 -0.9940 0.8367
18 H 3.0340 1.8935 -1.4715
19 H -2.4135 -1.7901 3.2731
20 H -0.9536 0.1691 3.6203
21 H 1.9077 0.9290 0.6544

Cartesian forces (eV/Å) of the 3 atoms listed first:
-0.140 4.041 -2.179
0.555 -4.589 1.589
-1.964 -4.108 -1.209

The net atomic charges from Löwdin, expressed in e, are:
1 O 0.05
2 O -0.05
3 O 0.07
4 O -0.14
5 N -0.08
6 N 0.06
7 C -0.21
8 C -0.45
9 C -0.20
10 C -0.19
11 C -0.48
12 H 0.21
13 H 0.16
14 H 0.15
15 H 0.18
16 H 0.10
17 H 0.20
18 H 0.17
19 H 0.15
20 H 0.13
21 H 0.15

Record 2
Computed, not measured: 2 unconnected molecules or ions with the total composition C3H6N3O at a distorted geometry, with ωB97M-V with the def2-TZVPD basis set.

* net charge: +1
* E_HOMO (alpha / beta): -12.41 / -12.26 eV
* E_tot: -356.97518 hartree
* HOMO-LUMO gap (alpha / beta): 8.33 / 7.15 eV
* spin multiplicity: 1

Cartesian coordinates (Å):
1 O 0.9841 1.7694 -0.0097
2 N 0.5234 -1.2244 0.2068
3 N -0.6066 -1.2832 0.8763
4 N -1.0176 -0.0793 -0.8878
5 C 1.6418 2.1242 0.9034
6 C 0.3340 -0.5155 -0.8786
7 C -1.5879 -0.5255 0.2868
8 H 0.6904 -1.0057 -1.8178
9 H -1.2394 0.7774 -1.4962
10 H 1.0628 0.4508 -0.8134
11 H -2.6393 -0.4622 0.5639
12 H 2.5889 1.9030 1.3107
13 H -0.7345 -1.9290 1.7555

Cartesian forces (eV/Å) of the 3 atoms listed first:
0.668 1.124 0.696
1.386 -3.385 3.513
-2.679 0.136 1.282

The net atomic charges from Löwdin, expressed in e, are:
1 O -0.02
2 N 0.07
3 N 0.05
4 N 0.11
5 C 0.08
6 C -0.30
7 C 0.02
8 H 0.17
9 H 0.22
10 H 0.14
11 H 0.16
12 H 0.07
13 H 0.24

Record 3
Computed, not measured: a gas-phase ion, C5H12N (charge +1) at a distorted geometry, with ωB97M-V with the def2-TZVPD basis set.

* net charge: +1
* E_HOMO: -15.38 eV
* E_tot: -252.19104 hartree
* HOMO-LUMO gap: 10.29 eV
* spin multiplicity: 1

Cartesian coordinates (Å):
1 N 0.5320 0.3607 1.5858
2 C 0.1471 -0.1953 -1.3020
3 C -0.9508 0.3982 -0.3980
4 C -0.2177 -0.1620 -2.7908
5 C 1.2984 -0.3507 2.2919
6 C -0.7772 -0.0272 1.0662
7 H -1.5163 0.5056 1.6662
8 H 2.2578 0.0131 2.6230
9 H 1.0192 -1.3610 2.5799
10 H -0.7463 0.7703 -3.0171
11 H -0.9413 -1.0932 1.1731
12 H -1.0330 1.4715 -0.5235
13 H 0.3528 -1.2156 -0.9697
14 H 1.0719 0.3680 -1.1395
15 H -1.8897 -0.0903 -0.6752
16 H -0.9312 -0.9605 -2.9936
17 H 0.8401 1.3041 1.3366
18 H 0.6651 -0.2674 -3.4119

Cartesian forces (eV/Å) of the 3 atoms listed first:
0.169 0.219 -0.054
0.065 0.465 0.178
0.331 -1.399 -0.137

The net atomic charges from Löwdin, expressed in e, are:
1 N 0.05
2 C -0.27
3 C -0.18
4 C -0.09
5 C 0.19
6 C -0.14
7 H 0.14
8 H 0.13
9 H 0.14
10 H 0.08
11 H 0.14
12 H 0.12
13 H 0.11
14 H 0.10
15 H 0.13
16 H 0.08
17 H 0.19
18 H 0.08

Record 4
Computed, not measured: a molecular structure, C44H92B2BrClIN11O16P at a distorted geometry, with ωB97M-V with the def2-TZVPD basis set.

* net charge: +1
* E_HOMO: -10.07 eV
* E_tot: -7259.99169 hartree
* HOMO-LUMO gap: 6.51 eV
* spin multiplicity: 1

Cartesian coordinates (Å):
1 I 2.6237 -3.3214 -4.9040
2 Br -2.5391 -2.8809 -3.4460
3 Cl -1.7463 -2.4349 -5.6786
4 P 0.1488 -4.2213 -6.6746
5 O -2.2044 -4.0577 -0.3951
6 O -1.5170 4.5728 -2.3943
7 O -0.1057 -1.6459 0.8577
8 O 0.3709 6.6551 5.8134
9 O 3.1355 1.3266 5.0839
10 O 0.1761 3.1870 7.4920
11 O -0.0322 -6.6752 -0.9019
12 O -4.7513 8.4185 -4.5065
13 O -4.7294 6.3755 2.3611
14 O 0.8047 -2.9504 -7.7429
15 O 1.0104 -5.6657 -6.8732
16 O 0.1821 -2.9509 3.4775
17 O 3.3771 -9.0518 -3.7885
18 O 0.3291 -2.6950 0.1868
19 O -1.2476 -4.5070 -7.4587
20 O -0.1487 2.3180 -3.5775
21 N -2.8034 -5.9704 -1.6719
22 N 3.5242 1.7681 7.3222
23 N 2.0167 7.0774 7.3847
24 N 5.4873 -8.1844 -3.4003
25 N -3.4356 4.8752 -3.6527
26 N -0.6119 -4.6345 -2.5425
27 N -1.7425 3.4894 6.2336
28 N 4.9439 -0.6956 -0.8251
29 N 1.8279 -2.5286 5.0488
30 N -2.6987 7.0573 3.2370
31 N -6.6035 9.6300 -3.8300
32 C -5.4903 8.8422 -3.6274
33 C 3.0524 -2.8426 -1.4321
34 C -1.2966 -4.4445 -3.9199
35 C -1.0363 3.3990 4.9726
36 C -4.2458 -7.9310 -6.1839
37 C -2.2877 7.7086 2.0107
38 C 0.5102 -8.4555 -3.2597
39 C -0.3629 -3.5652 -4.9985
40 C 2.5980 8.1578 6.6155
41 C -6.9600 10.0084 -5.1816
42 C -3.1744 3.7039 6.2192
43 C -4.8655 -6.6209 -5.4298
44 C 0.9188 6.4128 6.8810
45 C 0.6594 -2.8961 -3.8771
46 C -2.6213 -8.0803 -6.1354
47 C 4.9441 -1.8507 0.1474
48 C 2.4195 -2.8763 6.3238
49 C 5.8713 -9.2738 -2.5269
50 C -7.4289 10.0920 -2.7338
51 C 2.4093 -1.4482 4.2796
52 C -1.8044 7.0821 4.3755
53 C -1.6720 -6.9419 -5.4182
54 C -3.9274 6.4337 3.2841
55 C -2.2254 -5.5740 -4.6313
56 C -3.8985 -5.4988 -4.6593
57 C -1.0317 3.3688 7.4087
58 C 0.9799 -6.8858 -3.2727
59 C 0.4773 -3.5431 -2.3286
60 C 2.9417 1.9922 6.0930
61 C 0.1633 -2.3359 -1.2282
62 C -4.8675 5.0897 -3.6671
63 C 1.9449 -4.0295 -1.6999
64 C 2.6082 6.7297 8.6597
65 C 3.2422 2.6033 8.4709
66 C 4.4477 0.6627 7.4712
67 C -0.2429 -0.2137 -3.7051
68 C 6.4396 -7.1240 -3.6555
69 C -2.7247 4.7546 -2.4776
70 C 3.5009 -2.6977 0.1749
71 C 4.2282 -8.1891 -3.9619
72 C 0.8188 -1.3134 -4.1331
73 C 0.7301 -3.1932 4.5451
74 C -2.7293 4.7847 -4.9136
75 C 0.6017 1.1233 -3.1581
76 B -1.7806 -4.7952 -1.5975
77 B 0.0008 -6.0399 -2.2720
78 H 0.9807 -1.1992 -5.3146
79 H 0.1293 -1.7504 1.8321
80 H -1.2964 8.1562 2.1243
81 H 5.2214 -0.9705 -1.7916
82 H -3.3578 4.8384 -1.5790
83 H 3.9309 -0.2688 7.2219
84 H 2.8185 1.9815 9.2647
85 H 4.1761 3.0554 8.8172
86 H 4.0400 -7.3161 -4.6082
87 H -3.6503 2.8777 5.6833
88 H -1.8683 -4.5977 0.3952
89 H 5.8294 -2.5604 -0.1484
90 H 5.8055 -10.2146 -3.0813
91 H -3.7751 -5.5851 -1.6618
92 H -5.3434 4.2634 -4.2030
93 H -2.1438 -9.0493 -6.6432
94 H 2.5689 7.6026 9.3176
95 H -2.6367 -6.6494 -0.9008
96 H 2.5323 3.3954 8.2178
97 H 1.8862 -1.0014 -3.6929
98 H -7.0464 9.7340 -1.7741
99 H 1.1131 -6.4016 -4.3243
100 H 2.3802 -2.0033 6.9816
101 H 2.2572 2.8563 6.0901
102 H -4.9753 -8.6834 -6.7053
103 H 3.4569 8.5865 7.1394
104 H 0.9575 -6.6545 -0.6458
105 H 4.0945 -3.1349 -1.9453
106 H 0.5572 5.6104 7.5448
107 H -2.2681 6.9694 1.2044
108 H -1.9695 5.5709 -4.9532
109 H -0.8634 6.5994 4.0966
110 H 0.5932 1.1404 -1.9649
111 H -0.5398 2.4260 4.9117
112 H 2.0721 5.9012 9.1304
113 H -2.2386 6.5554 5.2296
114 H -1.6151 8.1228 4.6538
115 H 3.6499 6.4378 8.4984
116 H 1.7068 1.1531 -3.5476
117 H -0.5826 -8.5087 -2.8095
118 H 1.2022 -9.0229 -2.4816
119 H -2.2328 3.8117 -4.9746
120 H -0.7002 2.6570 -2.8035
121 H -4.5414 -4.6732 -4.1477
122 H 2.5428 -4.7958 -2.3467
123 H -5.2693 5.1375 -2.6514
124 H -0.9673 -1.9473 -1.2732
125 H 3.4612 -3.1682 6.1624
126 H -3.3857 4.6458 5.7047
127 H 2.9152 7.7713 5.6424
128 H -1.0258 -0.4481 -2.8778
129 H -7.1354 9.1031 -5.7702
130 H 5.1776 -9.3138 -1.6818
131 H 0.7678 -1.3477 -1.3869
132 H 2.7626 -1.9736 0.7608
133 H -0.8480 0.1769 -4.6495
134 H 1.8557 -4.5521 -0.6296
135 H 0.3685 -3.9956 5.2089
136 H 2.8032 -1.8016 -1.8979
137 H -0.2765 4.1852 4.9331
138 H 1.8397 8.9304 6.4575
139 H 7.3348 -7.5552 -4.1126
140 H 3.2682 -1.0195 4.8035
141 H 2.0674 -6.8726 -2.7774
142 H 1.6510 -0.6755 4.1216
143 H -7.4352 11.1858 -2.7325
144 H -6.1284 10.5625 -5.6271
145 H 5.2818 0.7996 6.7766
146 H 3.5867 -3.7293 0.7203
147 H 5.1474 -1.3873 1.2230
148 H -4.1401 5.9711 4.2619
149 H -1.7280 3.5127 4.1333
150 H 6.8917 -9.1333 -2.1597
151 H 6.0203 -6.3710 -4.3283
152 H -7.8600 10.6296 -5.1842
153 H -6.0537 -6.5072 -5.4522
154 H -3.5762 3.7518 7.2349
155 H -1.6647 3.4527 8.3073
156 H -3.0159 8.4852 1.7587
157 H 2.7265 -1.8346 3.3065
158 H -5.3103 8.6137 -2.5641
159 H 4.0631 -0.1385 -0.7959
160 H -0.5349 -7.1728 -5.5039
161 H 6.7038 -6.6499 -2.7059
162 H 1.7345 -3.2565 -8.0348
163 H -8.4472 9.7189 -2.8762
164 H -5.0787 6.0315 -4.1816
165 H 0.6301 -9.0141 -4.2838
166 H 4.8264 0.6110 8.4958
167 H 1.8009 -5.8344 -6.3037
168 H -3.4211 4.8984 -5.7529
169 H 1.8833 -3.7048 6.7944

Cartesian forces (eV/Å) of the 3 atoms listed first:
0.203 -0.940 0.871
-1.270 -2.576 5.194
3.943 0.148 -3.607

Atomic partial charges in e from the Löwdin method, atoms 1 to 99:
1 I 1.12
2 Br 0.92
3 Cl 0.60
4 P 0.59
5 O 0.04
6 O -0.01
7 O -0.06
8 O -0.02
9 O -0.01
10 O -0.02
11 O 0.05
12 O -0.01
13 O -0.01
14 O -0.26
15 O -0.23
16 O -0.01
17 O 0.00
18 O -0.23
19 O -0.41
20 O -0.14
21 N 0.13
22 N -0.19
23 N -0.20
24 N -0.20
25 N -0.19
26 N 0.04
27 N -0.18
28 N -0.05
29 N -0.19
30 N -0.20
31 N -0.21
32 C -0.33
33 C -0.22
34 C -0.46
35 C -0.04
36 C -0.04
37 C -0.05
38 C -0.12
39 C -0.63
40 C -0.05
41 C -0.05
42 C -0.05
43 C -0.04
44 C -0.29
45 C -0.49
46 C -0.03
47 C -0.27
48 C -0.06
49 C -0.04
50 C -0.06
51 C -0.04
52 C -0.08
53 C 0.01
54 C -0.33
55 C -0.11
56 C -0.02
57 C -0.31
58 C -0.14
59 C -0.16
60 C -0.30
61 C -0.10
62 C -0.06
63 C -0.16
64 C -0.06
65 C -0.06
66 C -0.04
67 C -0.20
68 C -0.06
69 C -0.31
70 C -0.16
71 C -0.33
72 C -0.34
73 C -0.30
74 C -0.04
75 C -0.22
76 B -0.64
77 B -0.37
78 H 0.11
79 H 0.11
80 H 0.09
81 H 0.07
82 H 0.13
83 H 0.07
84 H 0.09
85 H 0.09
86 H 0.12
87 H 0.10
88 H 0.15
89 H 0.12
90 H 0.10
91 H 0.10
92 H 0.09
93 H 0.11
94 H 0.09
95 H 0.09
96 H 0.06
97 H 0.07
98 H 0.09
99 H 0.07

> net charge of number 4 (C44H92B2BrClIN11O16P)?

+1

> Which value of net charge does entry 4 give?

+1